Formula: C5H15N2
Source: OMol25
Level of theory: ωB97M-V/def2-TZVPD

The value obtained for the strongest force on any atom is 6.4 eV/A. The total energy is -308.0419 Ha. The frontier orbital gap (spin up / spin down) is 5.8 / 5.8 eV. Its spin multiplicity is 2. Its total charge is +2. Its expectation value of S² is 0.76.

Cartesian coordinates (Å):
N 0.684 -0.465 -0.288
C 0.265 0.833 -3.421
C -1.005 0.086 1.338
H 1.366 0.829 -3.708
H -1.220 -1.277 -0.148
C 0.530 0.033 1.109
H 2.661 -1.375 0.212
H -2.644 -0.950 0.436
H -1.402 1.074 0.793
H -0.270 0.230 -4.165
H 0.159 0.483 -2.377
H 2.729 0.334 -0.285
H -0.125 1.862 -3.554
H -2.606 -0.085 2.795
H 1.039 1.122 1.263
C -1.578 0.086 2.782
H 2.329 -0.850 -1.575
H -1.046 -0.705 3.244
C 2.138 -0.564 -0.463
H -1.382 1.064 3.322
H 1.009 -0.646 1.888
N -1.633 -1.120 0.803